Record 1
Here is a structure of composition C45H55Cl2Ge2N7O4SSr from the Open Molecules 2025 dataset. Energies are from ωB97M-V with the def2-TZVPD basis set.

Last column: Mulliken charge in e.
Atoms and positions in Å:
C 4.3606 1.4092 -3.1366  -0.527
H -2.9752 1.7340 3.2203  0.053
H 0.8068 2.5972 5.4312  0.424
H -4.8791 -4.5453 3.6846  0.411
C -5.9029 1.5510 -0.1136  -0.638
C -3.9184 3.6576 -1.2397  -0.104
H 0.1370 5.0070 5.7338  0.426
C -0.2028 2.3065 2.3756  0.966
C -1.1732 1.2780 4.3619  -1.194
H 1.9221 -2.4301 -4.3561  0.399
N -0.3095 2.2656 3.7250  0.670
Cl 2.5563 1.6892 -0.5877  -0.338
H 0.3549 4.3678 2.1773  0.452
C -1.5749 -0.1381 -4.3122  -0.063
C 5.4058 1.0069 -4.1734  -1.143
H 5.0348 0.2516 -4.8693  0.236
C -2.8162 5.3535 -2.7892  0.500
N -2.5617 1.8970 -1.3920  0.743
C -6.6509 0.6581 0.6410  -0.974
H -4.3160 -3.1136 -1.8960  0.264
C -3.8989 -0.5104 -4.6482  -0.830
H 3.2486 -1.3054 -4.6119  0.322
H -6.6222 -0.9962 2.0138  0.471
C 2.5055 -0.1756 2.6314  -0.215
C 5.9043 -1.4476 -1.0778  -0.121
H -6.5498 -4.7142 1.8597  0.409
Sr -0.0712 0.3064 -0.6129  1.027
H -0.9553 0.2895 3.9445  0.278
O -0.6949 3.2427 -4.0328  -0.865
Ge 2.0115 -1.3764 1.0788  0.962
H -2.6407 -3.6012 3.2166  0.513
C -3.0352 -3.2947 1.1375  0.152
C -0.4661 4.3153 5.1443  -1.138
Ge 3.5157 0.0959 -1.9478  -0.394
C 7.6100 -2.0858 -2.6830  -1.035
H 3.5850 -3.3779 3.2262  0.168
C -6.0346 -0.3088 1.4196  -0.936
C 2.0655 -0.9014 -2.8132  1.020
C 4.5005 -1.0846 -0.7591  1.096
H 9.5622 -2.5037 -1.8889  0.384
H -2.8913 2.5270 4.7914  0.319
C -2.7077 0.0231 -5.0980  -0.914
C 8.1621 -1.9460 -0.3566  -0.806
H -3.2580 0.8001 4.6876  0.400
C 3.8591 -1.6165 0.2923  -1.696
H -1.4131 0.8595 2.1103  -0.757
C -4.6502 -0.3946 1.4148  -0.262
H -7.7306 0.7230 0.6042  0.401
C -2.9165 4.0151 -2.1202  -0.017
C 1.8096 -3.1900 1.9552  -0.577
C 3.0269 -3.9475 2.4820  -1.100
O -1.9344 5.4741 -3.7587  -0.555
C -5.2351 -3.8968 0.3799  -0.752
H 6.3107 0.6149 -3.7114  0.314
Cl -5.1579 4.6333 -0.6082  -0.132
S -1.4235 -2.6604 0.7934  -0.033
H 2.7466 -4.8979 2.9476  0.391
C -4.5145 1.4858 -0.0824  -0.182
H 1.3356 -0.2392 -3.2794  -0.425
C -2.6606 1.6058 4.2572  -0.728
H -4.1468 -1.1521 2.0026  0.698
C 6.3082 -1.7041 -2.3877  -0.140
H 5.5914 -1.6346 -3.1988  0.583
C 8.5444 -2.2108 -1.6665  -0.388
C -3.8935 0.4884 0.6610  0.987
C -3.3708 -3.6945 2.4208  -0.456
H -6.4150 2.2689 -0.7331  0.545
H -2.8180 0.4058 0.6440  -0.187
C -2.1013 2.8553 -2.1743  0.209
H -4.8526 -1.5806 -3.0710  0.374
H 1.0884 -3.0327 2.7682  0.315
H 3.3730 -2.5575 -3.3696  0.361
C -2.6420 -2.0579 -1.4358  -0.188
H 1.2884 -3.8272 1.2331  0.290
O -3.5132 6.2716 -2.4308  -0.616
H -5.9660 -3.9585 -0.4186  0.408
H 4.7655 2.1704 -2.4679  0.442
C -3.9109 -1.2028 -3.4472  -1.016
H 1.6971 3.2367 1.9540  0.417
H 0.4731 3.4182 0.6955  0.059
C 6.8622 -1.5642 -0.0672  -0.070
C 3.8222 -0.4005 3.3709  -1.139
H 3.7268 -4.1906 1.6792  0.247
H 4.4693 -2.3436 0.8398  0.535
O -0.0912 1.6943 -2.5481  -0.183
H -2.6456 0.5790 -6.0227  0.473
H 6.5854 -1.3332 0.9548  0.389
H 3.9984 0.3575 4.1422  0.416
H -0.9306 4.8746 4.3306  0.250
H -1.4063 4.6256 -3.9006  0.407
C -5.5634 -4.3158 1.6631  -0.672
H 2.5011 0.8405 2.2195  -0.049
H 3.4992 1.8740 -3.6261  0.416
C -2.7228 -1.3310 -2.7402  1.100
H 1.5624 -1.5055 -2.0515  0.072
C -4.6308 -4.2190 2.6836  -0.702
N -1.5772 -0.7934 -3.1564  0.169
N -1.6763 -1.7701 -0.6498  0.169
C 0.6335 3.3959 1.7695  -2.040
H 3.8567 -1.3717 3.8661  0.249
H -1.2600 3.9351 5.7883  0.291
N -3.6195 -2.9790 -1.1835  -0.101
C -0.8485 2.5927 -2.9853  -0.049
H 1.6614 -0.2246 3.3322  0.210
C 2.6916 -1.8488 -3.8444  -1.418
H -0.8772 1.2271 5.4098  0.606
H 8.8862 -2.0248 0.4449  0.415
C 0.4032 3.1874 4.6059  -0.862
H 5.6889 1.8779 -4.7675  0.386
H -4.8136 -0.3823 -5.2119  0.422
H 1.2655 3.5866 4.0803  0.455
N -0.8000 1.4728 1.5784  0.487
N -3.6995 2.3765 -0.8414  0.360
H 4.6695 -0.3605 2.6815  0.154
H -0.6354 0.3069 -4.6113  0.492
C -3.9695 -3.4015 0.1165  0.304
H 7.8902 -2.2880 -3.7095  0.389

Atoms 1-3, force components in eV/Å:
C 0.0 0.0 0.0
H 0.0 0.0 0.0
H 0.0 0.0 0.0

## Properties
Total charge: 0
Calculated total energy: -215930.8563 eV
HOMO: -0.235 hartree
Gap between HOMO and LUMO: 5.94 eV
Lowest unoccupied orbital energy: -0.0166 Ha


Record 2
Here is a cluster of 3 separate species, C4H12O3 in total from the Open Molecules 2025 dataset. Energies are from ωB97M-V with the def2-TZVPD basis set.

Last column: Mulliken charge in e.
Atoms and positions in Å:
H 0.8402 -1.8620 2.0760  0.311
H 1.1736 -0.3511 2.6614  0.361
O -0.2877 -0.6367 -0.3246  -0.463
C 1.7051 1.2324 -1.1404  -1.155
H -2.5253 -1.0375 -1.2448  0.332
H -1.5757 0.9168 -0.0447  0.312
H -0.0505 -1.5415 -0.5579  0.252
C 1.5183 0.7401 0.2813  -0.072
H -1.2912 1.7212 -1.3059  0.315
H 1.3772 2.2683 -1.1914  0.267
O -1.8709 1.6903 -0.5372  -0.628
C 0.6612 -0.2093 0.6328  0.400
H 2.7663 1.1922 -1.3694  0.382
H 2.2713 1.0694 0.9848  0.355
H -3.1348 -2.0879 -0.2634  0.301
H 1.1166 0.5984 -1.7954  0.285
H -0.5831 -0.9149 2.2022  0.294
C 0.4774 -0.8289 1.9718  -1.231
O -2.5880 -1.9595 -1.0352  -0.618

Atoms 1-3, force components in eV/Å:
H -0.1 -0.1 -0.8
H -0.8 0.5 0.5
O 0.9 0.1 0.4

## Properties
Total charge: 0
SMILES: C/C=C(/C)O.O.O
Calculated total energy: -10484.2760 eV
HOMO: -0.340 hartree
Gap between HOMO and LUMO: 9.90 eV
Lowest unoccupied orbital energy: 0.0235 Ha


Record 3
Here is a structure of composition C3H7ITa from the Open Molecules 2025 dataset. Energies are from ωB97M-V with the def2-TZVPD basis set.

Last column: Mulliken charge in e.
Atoms and positions in Å:
H -2.2884 -2.4901 2.0382  0.284
H 0.3538 -1.1763 -1.7889  0.316
H -0.5028 1.6544 -1.8884  -0.230
C -1.4144 -2.4015 1.2319  -0.329
H 1.6861 -1.1216 -0.4132  0.282
C 0.5475 -0.9400 -0.6491  -0.917
H -1.5339 0.7919 0.4349  -0.228
H 0.7844 1.0001 1.5720  -0.191
C -0.4536 -1.8372 0.3449  -0.109
I 2.8187 2.0914 -1.0715  -0.395
H -0.1423 3.0920 0.3561  -0.131
Ta 0.1451 1.3370 -0.1669  0.647

Atoms 1-3, force components in eV/Å:
H 2.6 0.3 -2.4
H 0.2 0.3 2.4
H -0.3 0.1 0.1

## Properties
Total charge: -1
Calculated total energy: -12869.4218 eV
HOMO: -0.180 hartree
Gap between HOMO and LUMO: 7.31 eV
Lowest unoccupied orbital energy: 0.0888 Ha


Record 4
Here is a cluster of 2 separate species, C3H10NO2 in total from the Open Molecules 2025 dataset. Energies are from ωB97M-V with the def2-TZVPD basis set.

Last column: Mulliken charge in e.
Atoms and positions in Å:
O -2.7432 -1.8013 1.7399  -0.855
H 2.8080 1.9575 -0.0376  0.228
H -1.3543 -0.3033 1.6992  0.069
H 0.4151 -0.8147 0.2345  0.461
C 1.7452 1.8749 -0.3053  -0.832
N -1.2417 -1.4182 -0.0586  -0.690
H -2.7400 -0.0831 0.5616  0.165
O 1.3735 -0.4859 0.1840  -0.572
H 0.5390 0.4420 -1.5638  0.292
H 1.1320 1.9612 0.6125  0.248
C 1.4296 0.4880 -0.9051  -0.298
H 2.2995 0.2500 -1.5467  0.208
C -2.1093 -0.8794 1.0745  -0.173
H -1.8415 -1.4398 -0.8709  0.267
H -1.1671 -2.4192 0.2212  0.197
H 1.4553 2.6715 -1.0392  0.284

Atoms 1-3, force components in eV/Å:
O -0.5 -0.4 0.1
H -0.3 0.0 -0.1
H -0.3 0.0 -0.2

## Properties
Total charge: -1
Calculated total energy: -8857.8423 eV
HOMO: -0.099 hartree
Gap between HOMO and LUMO: 6.58 eV
Lowest unoccupied orbital energy: 0.1423 Ha